Arrangement a

15
Properties=species:S:1:pos:R:3 method="wB97M-V/def2-TZVPD" smiles=NO[C@H](F)C1CC1 lumo_ha=0.042 homo_lumo_gap_ev=11.131
N 0.911 -2.800 -0.369
O -0.138 -1.843 0.133
C 0.406 -0.500 -0.215
F 1.390 -0.163 0.715
C -0.640 0.668 -0.302
C -1.102 1.454 0.883
C -0.111 2.030 -0.031
H 0.622 -3.332 -1.192
H 1.110 -3.462 0.427
H 0.986 -0.730 -1.197
H -1.200 0.651 -1.152
H -0.656 1.063 1.810
H -2.108 1.921 0.976
H -0.355 2.801 -0.886
H 0.883 2.245 0.398

Arrangement b

15
Properties=species:S:1:pos:R:3 method="wB97M-V/def2-TZVPD" lumo_ha=0.017 homo_lumo_gap_ev=9.322
C -1.299 -0.508 -0.077
C -0.062 -0.793 -0.753
C -2.014 0.761 -0.138
C 2.101 -0.317 0.262
N 1.176 -1.066 -0.683
O -1.126 -1.170 -1.368
F 0.483 1.432 -1.430
H -1.626 -1.158 0.617
H -1.439 1.502 -0.510
H -2.215 0.973 0.944
H -2.877 0.581 -0.714
H 3.165 -0.533 -0.012
H 1.681 0.706 0.215
H 1.957 -0.747 1.306
H 1.517 -1.764 -1.360

Which structure loses on stability? arrangement b does.